1.
A 2-piece molecular cluster, C3H10NS overall, computed with the ωB97M-V functional and the def2-TZVPD basis.

For the energy relative to the best compared isomer or geometry (same formula, charge and spin), the calculation gives 134.8 kcal per mole. For the LUMO energy, the calculation gives -9.43 eV. The electronic energy comes out at -572.7844 hartree. For the HOMO energy, the calculation gives -14.9 eV.

Geometry as ORCA input:
```
! RIJCOSX wB97M-V def2-TZVPD def2/J DEFGRID3
* xyz 1 1
C -1.713 -0.480 -0.319
C -1.208 0.297 0.872
C 0.297 -0.132 1.229
S 1.289 -0.051 -0.196
N -1.424 0.287 -1.570
H -2.816 -0.635 -0.277
H -1.234 -1.431 -0.410
H -1.090 1.292 0.588
H -1.829 0.243 1.726
H 0.729 0.586 1.961
H 0.314 -1.157 1.642
H 7.143 1.042 0.854
H -1.869 -0.167 -2.418
H -0.432 0.345 -1.728
H 7.257 0.378 1.185
*
```

---

2.
The molecule C4H7NO, computed with the ωB97M-V functional and the def2-TZVPD basis.

For the energy relative to the best compared isomer or geometry (same formula, charge and spin), the calculation gives 18.5 kcal per mole. As for the structure (SMILES): C[C@H]1CNC1=O. For the LUMO energy, the calculation gives 0.98 eV. The electronic energy comes out at -286.6022 hartree. For the HOMO energy, the calculation gives -9.7 eV.

Geometry as ORCA input:
```
! RIJCOSX wB97M-V def2-TZVPD def2/J DEFGRID3
* xyz 0 1
C -0.582 1.240 0.944
C -0.327 0.342 -0.253
C 1.115 -0.159 -0.531
N 0.600 -1.523 -0.428
C -0.700 -1.154 -0.190
O -1.718 -1.786 -0.050
H -1.646 1.247 1.200
H -0.021 0.909 1.826
H -0.282 2.269 0.717
H -0.784 0.767 -1.155
H 1.846 0.090 0.248
H 1.518 0.100 -1.515
H 0.968 -2.396 -0.781
*
```

---

3.
A 10-piece molecular cluster, C49H57F10N13O23S10 overall, computed with the ωB97M-V functional and the def2-TZVPD basis.

For the LUMO energy, the calculation gives -7.02 eV. The electronic energy comes out at -9323.3031 hartree. For the HOMO energy, the calculation gives -11.7 eV.

Geometry as ORCA input:
```
! RIJCOSX wB97M-V def2-TZVPD def2/J DEFGRID3
* xyz 2 1
O 0.087 -0.285 -1.060
C 0.511 -0.289 0.191
O 1.080 0.759 0.529
O 0.204 -1.283 0.886
H 0.413 0.617 -1.091
C -4.420 -6.862 1.829
N -3.852 -5.510 1.743
C -4.312 -4.563 2.575
C -3.934 -3.248 2.304
C -3.118 -2.917 1.212
C -2.609 -3.956 0.452
C -3.013 -5.242 0.737
C -2.914 -1.486 0.784
C -3.278 -1.168 -0.512
C -3.136 0.166 -0.873
N -2.986 1.150 0.004
C -2.578 0.888 1.317
C -2.638 -0.453 1.695
C -3.183 2.556 -0.423
H -5.163 -6.862 1.032
H -4.853 -7.195 2.773
H -3.587 -7.472 1.482
H -4.912 -4.807 3.438
H -4.367 -2.505 2.957
H -1.975 -3.816 -0.411
H -2.658 -6.097 0.181
H -3.517 -1.854 -1.311
H -3.332 0.413 -1.906
H -2.346 1.697 1.993
H -2.483 -0.658 2.744
H -3.719 2.633 -1.369
H -2.182 2.944 -0.607
H -3.629 3.139 0.383
C -0.297 3.246 -7.911
N -0.153 2.014 -7.032
C 0.929 1.679 -6.322
C 1.103 0.384 -5.749
C 0.029 -0.511 -5.819
C -1.149 -0.099 -6.579
C -1.141 1.054 -7.270
C 0.064 -1.844 -5.139
C 0.232 -3.048 -5.816
C 0.234 -4.308 -5.107
N 0.297 -4.289 -3.754
C 0.339 -3.117 -3.071
C 0.224 -1.879 -3.738
C 0.546 -5.550 -2.987
H -0.282 2.874 -8.936
H 0.536 3.933 -7.763
H -1.222 3.753 -7.635
H 1.699 2.425 -6.194
H 1.984 0.171 -5.162
H -1.910 -0.860 -6.669
H -1.846 1.208 -8.073
H 0.225 -3.090 -6.895
H 0.539 -5.227 -5.586
H 0.497 -3.262 -2.012
H 0.571 -1.032 -3.165
H 0.027 -5.371 -2.045
H 1.628 -5.605 -2.873
H 0.244 -6.479 -3.470
C 8.628 -0.150 3.545
N 7.639 0.703 2.743
C 7.812 2.010 2.745
C 6.876 2.837 2.156
C 5.716 2.407 1.532
C 5.679 0.997 1.415
C 6.624 0.154 2.056
C 4.817 3.407 0.940
C 5.269 4.504 0.188
C 4.357 5.364 -0.425
N 3.042 5.278 -0.204
C 2.527 4.213 0.480
C 3.396 3.311 1.052
C 2.185 6.314 -0.658
H 8.703 -1.180 3.194
H 8.260 -0.076 4.568
H 9.673 0.156 3.480
H 8.637 2.439 3.293
H 7.083 3.895 2.222
H 4.802 0.533 0.987
H 6.477 -0.915 2.104
H 6.299 4.576 -0.128
H 4.614 6.202 -1.056
H 1.452 4.110 0.480
H 2.936 2.439 1.493
H 2.661 6.599 -1.596
H 2.160 7.056 0.141
H 1.235 5.855 -0.931
C 2.377 -0.999 3.625
N 1.089 -1.157 4.334
C 0.335 -2.251 4.100
C -0.884 -2.436 4.675
C -1.532 -1.334 5.293
C -0.715 -0.180 5.496
C 0.578 -0.130 5.093
C -2.985 -1.323 5.626
C -3.519 -2.460 6.281
C -4.876 -2.470 6.588
N -5.690 -1.402 6.282
C -5.113 -0.233 5.893
C -3.793 -0.217 5.536
C -7.098 -1.312 6.747
H 2.585 0.051 3.422
H 2.219 -1.426 2.635
H 3.175 -1.593 4.072
H 0.897 -3.066 3.668
H -1.409 -3.315 4.333
H -1.152 0.779 5.730
H 1.116 0.800 4.979
H -2.897 -3.207 6.753
H -5.328 -3.282 7.137
H -5.603 0.727 5.949
H -3.332 0.597 4.996
H -7.095 -1.432 7.830
H -7.807 -2.027 6.329
H -7.583 -0.355 6.550
N -5.085 0.933 -3.841
S -3.750 1.908 -4.230
O -3.651 2.241 -5.614
O -2.603 1.829 -3.391
F -4.557 3.276 -3.754
S -4.508 -0.238 -4.570
O -3.346 -0.845 -3.898
O -4.755 -0.297 -5.968
F -5.633 -1.231 -3.981
N -2.142 2.692 4.675
S -3.234 3.738 4.400
O -3.849 3.695 3.084
O -3.192 4.960 5.093
F -4.423 3.075 5.275
S -0.981 3.676 3.858
O -0.469 4.707 4.760
O -0.916 3.945 2.436
F 0.213 2.581 3.925
N 2.760 -6.039 0.723
S 2.750 -4.587 0.473
O 2.978 -3.603 1.538
O 2.104 -4.165 -0.768
F 4.314 -4.632 -0.121
S 1.218 -5.997 1.377
O 0.106 -5.856 0.420
O 1.024 -5.424 2.693
F 1.097 -7.568 1.798
N -0.102 5.763 -3.778
S -0.528 4.442 -3.381
O -0.548 4.102 -1.993
O -0.401 3.376 -4.345
F -2.030 4.812 -3.601
S 1.437 5.318 -4.279
O 1.576 4.749 -5.590
O 2.370 4.866 -3.294
F 2.048 6.871 -4.321
N 4.835 0.546 -3.846
S 4.009 -0.119 -2.736
O 2.574 0.098 -2.653
O 4.660 -0.178 -1.415
F 4.113 -1.616 -3.342
S 4.272 2.121 -3.527
O 4.442 2.729 -2.200
O 3.229 2.504 -4.445
F 5.503 2.852 -4.324
*
```

---

- HOMO energy of number 1 (C3H10NS)?
  -14.9 eV

---

- Number 1 is which compound?
  C3H10NS

---

- The highest LUMO energy belongs to which entry?
  C4H7NO